Record 1
H30O15 | ωB97M-V/def2-TZVPD

The geometry in XYZ format:
```
45
Properties=species:S:1:pos:R:3:forces:R:3
H 1.640993 2.251270 1.429131 0.0 0.1 0.1
H -2.253645 -1.449337 -0.346615 0.6 -1.1 -0.7
O -1.539592 -2.006221 -2.548627 -8.2 -0.5 -2.1
O 2.518658 1.596139 3.720862 3.2 3.6 2.3
H 0.442944 -1.695339 -2.348532 1.0 0.7 -1.4
O 0.704810 2.421558 1.570675 -0.3 0.0 -0.2
H -2.228532 -2.941410 2.898331 -0.1 0.6 1.0
H 1.899056 -5.263299 1.742413 1.6 1.7 -1.5
H 2.728902 -3.898154 1.495694 -0.2 -0.2 0.3
H -3.575810 1.101462 1.853576 -1.0 -0.3 -2.9
H -0.271755 0.437828 -0.321425 -1.6 0.4 -0.1
H -3.038854 -0.237219 -0.159321 0.1 -1.6 1.2
H 2.080682 -0.114147 -3.003753 1.3 -0.8 0.0
O 0.180411 -2.392660 -1.795907 6.4 -2.8 4.6
O 2.471517 -4.727352 1.081513 -1.4 -1.6 1.3
H -2.012114 -2.766840 -2.117187 0.3 0.6 -1.4
H -1.961937 0.648028 4.040575 -0.8 1.0 -0.5
H 4.561996 0.571171 0.389325 -0.2 -0.3 -0.7
O -0.501914 2.454518 -3.949146 3.4 2.1 0.5
H 3.696187 0.811557 -0.848267 -0.7 0.9 -0.5
O -1.121015 0.242074 4.078130 3.5 0.0 -0.2
H -0.421319 0.874998 3.718724 -2.0 -0.9 0.8
H 0.618818 -0.507828 0.419348 0.1 0.3 -0.9
H 0.418057 -3.237691 -2.175059 0.3 0.2 -0.3
H -2.120968 1.401035 -3.558287 0.1 -0.8 -0.3
H -1.251059 -1.649976 -1.736291 0.5 1.1 0.5
O -2.450953 -2.680841 3.824080 0.3 -0.4 -1.3
O -0.174755 4.810658 -1.669137 -1.5 -0.9 0.0
O -3.220132 1.194928 2.687471 -0.1 0.1 3.2
H 3.416805 -0.878715 -2.554419 -0.3 0.2 0.2
O -2.800934 -1.091083 0.330214 -0.9 2.7 -0.5
O 2.852814 -0.655255 -3.303060 -1.0 0.7 -0.1
H 0.483563 2.778050 -3.880374 -3.0 -0.6 -0.2
H 2.037815 0.986912 3.291105 -2.7 -3.5 -2.4
O -1.709877 0.540409 -3.370195 0.5 0.4 2.6
H -3.865846 0.710778 3.246702 0.6 0.4 -0.4
O 4.242504 0.165726 -0.439011 0.9 -0.6 1.2
H 0.266355 1.884664 0.899385 0.3 0.1 0.2
O 0.600006 0.099917 -0.355433 1.2 -0.8 0.8
H -0.985858 0.829071 -2.704994 -1.7 -1.0 -2.0
H -0.836045 4.116546 -1.404691 1.2 1.2 -0.1
H -0.947162 2.774152 -3.137756 0.9 0.4 -0.8
H 3.402944 1.605898 3.329576 -0.3 -0.1 0.2
H 0.689917 4.473301 -1.446786 0.3 -0.2 0.3
H -3.026530 -3.396912 4.090452 -0.3 -0.2 0.3
```
Forces are in eV/Å.

Properties
* orbital gap: 7.82 eV
* total energy: -1146.35380 Ha
* maximum force: 0.165 hartree/bohr
* charge: 0
* ΔE to the lowest compared entry with this formula, charge and spin: 7.790 eV

These are the Mulliken partial charges, in e, on atoms 1 to 4: number 1, H, carries 0.277; number 2, H, carries 0.234; number 3, O, carries -0.546; number 4, O, carries -0.581

---

Record 2
H30O15 | ωB97M-V/def2-TZVPD

The geometry in XYZ format:
```
45
Properties=species:S:1:pos:R:3:forces:R:3
O -2.579299 3.573956 1.933382 0.9 0.1 0.1
H 1.764010 2.901052 2.284900 3.1 0.3 0.8
O 0.426464 -0.099354 3.250270 -1.1 3.7 -0.9
H -2.361703 3.150122 2.799102 0.3 0.8 -1.3
O -1.824677 -0.829217 2.952547 -1.7 0.8 -1.6
H 0.737821 -0.393059 -4.505786 -1.8 0.4 -1.5
H 1.218676 0.055534 3.687960 2.3 -0.6 1.1
O -4.305274 1.595254 -2.117455 0.0 1.3 1.6
O -1.722020 -3.417502 1.795538 0.7 0.9 -0.6
H -4.029494 1.638128 -1.144328 -0.7 -0.7 -2.2
H 0.161869 -2.994118 -2.844666 2.5 -0.9 -0.5
H -2.015182 -0.651541 3.865607 -0.1 0.2 0.7
H -1.254167 -2.657888 1.347422 -0.9 -1.4 0.7
H 0.115046 2.568437 -2.325208 -0.1 0.1 0.9
H -2.309574 -2.997163 2.427648 0.0 0.2 0.0
H 0.124707 2.215751 -0.447926 -0.8 -1.7 0.1
H -2.208173 -0.049289 2.458129 0.7 -1.3 0.8
O 2.219065 -2.313389 2.149992 3.8 1.8 1.9
O 0.938764 2.561629 2.123555 -3.4 2.7 -1.1
H 2.687184 -2.055178 1.344417 -0.5 -0.7 0.1
O 0.509917 -3.668399 0.425403 -0.4 -0.8 1.8
H 0.151670 0.662595 -0.720240 0.2 0.3 -0.1
H 2.213689 1.751235 -0.083428 0.2 1.1 0.0
H 0.079877 2.404028 -3.767570 1.2 -0.8 0.8
H 2.470843 3.289058 0.001409 -0.4 1.2 1.3
H 1.954251 0.367760 -3.980444 0.5 1.6 -0.2
H -1.385596 -0.188068 -1.665613 1.0 0.3 0.2
O 1.455930 -0.416049 -3.931190 1.3 -2.3 1.8
H 0.655180 -4.364233 1.108907 -0.7 0.7 -0.5
H 1.743860 -2.569309 -3.084934 -2.7 -2.7 0.1
O 1.081041 -3.408001 -3.037782 0.1 3.6 0.5
O -2.197771 0.169679 -1.966225 -2.0 0.5 -1.1
H -4.248736 0.699216 -2.461574 0.2 -0.2 0.7
H 2.257294 -0.419812 0.686596 0.0 -1.1 -0.6
H -1.760865 3.951681 1.507982 -1.1 -0.9 1.2
H 1.063269 -4.004845 -0.248356 1.0 -0.1 -1.8
O -0.451362 1.403523 -0.578437 1.1 1.8 1.0
H 1.418445 -2.688734 1.966034 -3.0 -1.4 -1.5
H 0.797513 1.657946 2.091093 0.2 -3.0 0.4
H -2.232329 1.157827 -2.061238 0.8 -1.7 0.4
H 0.180033 -0.966993 3.078743 0.0 -2.4 -0.2
O 2.497140 -0.984825 -0.094465 -0.1 3.0 -0.2
O 2.596863 2.534000 -0.525258 0.2 -2.3 -1.3
O 0.603877 2.081843 -2.976641 -1.0 1.0 -2.4
H 2.761925 -0.253291 -0.717870 0.0 -1.4 0.3
```
Forces are in eV/Å.

Properties
* orbital gap: 10.49 eV
* total energy: -1146.46966 Ha
* maximum force: 0.090 hartree/bohr
* charge: 0
* ΔE to the lowest compared entry with this formula, charge and spin: 4.637 eV

These are the Mulliken partial charges, in e, on atoms 1 to 4: number 1, O, carries -0.623; number 2, H, carries 0.277; number 3, O, carries -0.556; number 4, H, carries 0.311

---

Record 3
H31O15 | ωB97M-V/def2-TZVPD

The geometry in XYZ format:
```
46
Properties=species:S:1:pos:R:3:forces:R:3
H 1.714613 -1.857853 -3.371679 1.4 -3.8 0.0
H 1.487234 4.297021 0.371452 5.1 -0.2 6.8
H 0.630023 -3.889130 -1.401016 0.2 -1.1 2.6
H 1.228126 2.116729 -3.493812 -0.1 0.3 -0.1
H 1.746200 1.723710 -1.770890 0.4 -0.2 1.1
H -2.614987 3.947841 -1.816831 0.1 0.2 -0.5
O -0.874207 -0.820375 1.646881 2.8 0.1 0.1
H 1.435850 3.569386 -2.899304 -0.1 -0.7 0.0
O -1.994451 1.805741 2.114786 -0.2 -0.4 0.2
O 0.694852 -4.335234 -0.448886 0.0 1.2 -2.8
O 0.903172 0.242278 3.014821 -1.8 2.9 -2.3
H 2.852584 0.626428 -1.733458 -2.1 1.9 2.8
O 0.660480 -3.173035 1.931241 0.3 2.3 1.6
H 0.573269 -3.541873 1.069362 -0.1 -1.4 -1.5
H 2.085926 -2.147883 -0.344951 0.2 0.7 -1.0
H -4.381718 -1.443129 1.767175 -0.3 -1.6 -0.6
H 0.808740 3.405089 -0.607918 0.1 -1.7 0.0
H -1.177747 -0.477522 0.750407 0.7 -0.4 0.8
H 1.006892 1.246081 3.143264 0.0 -2.6 0.2
O 0.987877 4.271527 -0.315321 -5.1 1.8 -6.8
H 0.267713 -0.514378 1.965915 -2.4 2.1 0.7
O 2.836175 -1.260192 2.572379 2.1 -1.9 2.3
H 3.680557 -0.836920 2.294904 -0.8 -0.3 0.2
H -3.758277 0.993217 -0.994134 2.8 0.3 -0.5
H -0.034540 -4.963676 -0.438051 -0.2 -0.2 -0.1
H 1.245294 -0.413821 3.574080 1.6 -0.5 1.7
O 2.258408 1.248770 -1.072910 2.2 -2.3 -2.8
H 1.410381 -1.010620 -1.005693 -3.6 3.6 0.7
H -2.335553 1.733742 -0.997648 1.2 3.0 1.0
H -3.197964 -0.759927 2.325448 10.6 -1.7 2.7
H -1.001674 3.870039 -1.730891 -2.1 -0.2 0.7
H -1.577724 2.579623 1.690057 -1.2 -0.5 -0.1
O -2.769182 0.976243 -1.266811 -4.0 -3.3 -0.5
H -1.925386 -0.651356 -1.019487 -1.4 1.9 -0.9
H 0.399690 -3.742045 2.649164 -0.3 -0.6 -0.1
O 1.367656 -1.031260 -3.423521 -0.5 4.3 2.0
H 3.122366 -1.873942 3.372896 -0.7 1.7 -2.6
H 0.923515 -0.834156 -4.198448 -1.2 -0.1 -2.5
O 2.055575 -1.599812 -1.174121 3.7 -4.7 1.0
O -1.878438 3.711619 -1.256365 1.9 -0.1 -0.1
O -1.428610 -1.369056 -0.690883 0.7 -1.5 0.5
H -0.379178 -1.639030 1.411336 -1.1 -1.4 -0.2
H -1.136560 -1.824787 -1.479062 0.5 -0.5 -0.4
H -2.947435 1.626298 1.916302 1.3 0.9 -0.2
O -3.995177 -0.674429 2.114130 -10.2 3.3 -2.1
O 1.025646 2.694068 -2.743902 -0.5 1.1 -0.8
```
Forces are in eV/Å.

Properties
* orbital gap (alpha / beta): 2.58 / 10.14 eV
* spin multiplicity: 2
* total energy: -1146.89563 Ha
* maximum force: 0.215 hartree/bohr
* charge: 0
* ΔE to the lowest compared entry with this formula, charge and spin: 3.858 eV

These are the Mulliken partial charges, in e, on atoms 1 to 4: number 1, H, carries 0.197; number 2, H, carries 0.265; number 3, H, carries 0.255; number 4, H, carries 0.316

---

Record 4
H32O16 | ωB97M-V/def2-TZVPD

The geometry in XYZ format:
```
48
Properties=species:S:1:pos:R:3:forces:R:3
H 15.583687 22.893880 2.799014 -0.4 -0.6 -0.6
H 12.093916 23.266563 4.441880 0.5 0.6 0.1
H 16.603532 25.581751 5.293439 -0.1 -0.2 -0.1
H 13.847361 20.057765 5.015911 -0.1 0.0 0.2
H 20.691800 24.731686 2.849967 0.4 -0.2 0.0
H 17.537384 25.800463 3.369075 0.2 0.2 0.3
O 18.565814 21.683628 3.603145 2.8 0.0 -0.4
O 15.933940 23.131459 3.653117 -0.4 -0.5 0.4
O 12.761979 23.069398 3.760291 -1.5 -0.5 0.1
H 17.978148 23.817905 5.710391 -0.6 0.3 0.1
H 16.715256 23.625231 3.409434 0.9 0.5 0.5
H 16.738522 25.329165 6.766678 0.2 0.3 1.2
H 19.429603 24.028439 2.957248 -1.1 -0.1 0.3
H 14.044025 23.349027 5.001926 -0.5 -0.2 -1.8
H 18.592537 22.668403 4.912907 0.5 0.7 1.3
H 19.119365 21.123423 3.039347 0.5 0.1 0.8
H 14.237253 25.849762 3.625081 -1.4 1.4 1.6
O 18.421981 21.984791 0.884120 -0.8 0.4 -1.9
O 16.637197 24.073143 0.681172 0.3 2.6 0.6
H 15.330244 20.881855 -1.135795 -0.9 -1.0 -1.0
H 14.261134 21.270598 1.676904 0.4 0.3 0.1
H 15.734014 20.192306 3.465219 -1.0 0.6 0.5
O 16.306192 19.949586 2.743482 0.7 -0.1 -0.4
O 20.355598 23.838187 2.978902 1.2 0.1 -0.3
O 14.725904 25.451594 2.952620 1.1 -1.1 -1.4
H 16.787537 23.157300 0.686468 0.5 -2.2 -0.4
O 16.441017 21.532845 6.563495 0.2 0.5 0.4
H 13.705258 21.404059 4.269378 0.1 0.5 0.4
H 16.391844 20.609293 6.400428 0.2 -1.3 0.0
H 18.951455 21.231232 0.712655 0.6 -1.2 -1.3
H 17.735477 21.354104 3.408243 -3.4 -1.0 -0.4
H 18.588876 22.046178 1.786706 0.1 1.3 2.6
O 14.604862 22.163797 1.474666 -1.7 -0.4 -0.2
O 17.850897 24.940480 3.080430 0.0 0.6 0.5
O 14.318888 23.339058 5.886533 0.9 0.4 2.0
H 14.828894 24.540954 3.291903 0.4 0.2 -0.2
H 15.709420 21.867937 6.048879 -0.5 0.6 -0.2
H 17.332356 24.846665 2.284388 -0.3 -0.3 -1.5
O 14.184706 20.575802 4.283758 0.0 -0.6 -0.3
H 13.851105 22.610468 1.031557 0.6 -0.2 0.4
O 15.954756 21.424094 -0.701327 0.3 0.9 1.2
H 15.500049 21.634543 0.152902 0.8 -0.3 -0.9
H 12.301931 22.311864 3.379202 0.2 -0.1 -0.7
H 15.729829 24.255626 0.475153 -0.5 0.0 -0.2
H 16.912826 19.375779 3.207475 0.5 -0.6 -0.2
O 18.731206 23.247825 5.703323 0.9 -0.9 -0.7
H 15.184774 23.803562 5.819698 -0.5 -0.2 0.5
O 16.587953 24.878508 5.952180 -0.4 0.3 -0.9
```
Forces are in eV/Å.

Properties
* orbital gap: 8.11 eV
* total energy: -1222.98426 Ha
* maximum force: 0.070 hartree/bohr
* charge: 0
* ΔE to the lowest compared entry with this formula, charge and spin: 5.837 eV

These are the Mulliken partial charges, in e, on atoms 1 to 4: number 1, H, carries 0.040; number 2, H, carries 0.267; number 3, H, carries 0.224; number 4, H, carries 0.295